Entry 1:
C4H9N2O | the ωB97M-V functional and the def2-TZVPD basis

Its total charge is -1. The HOMO energy comes out at -2.8 eV.

Element x y z (Å)
H 1.6424 -3.4767 0.0476
C 0.4088 -0.7926 -1.3737
H -0.0048 2.9843 0.8605
N -0.4210 2.2030 2.7358
H -0.6899 -0.1272 -3.0234
H 0.5242 1.8392 2.8231
N 1.3439 -1.6922 -0.8284
O -0.5968 1.0382 0.6502
H 0.3688 -1.6052 -3.3315
C -0.7156 2.2245 1.2619
H 0.0875 -0.0171 -0.6569
C 0.9238 -2.7977 -0.4020
H -1.7361 2.6602 1.1861
H -1.0291 1.4939 3.1365
H -0.1250 -3.0904 -0.4406
C 0.0187 -0.8442 -2.6452

=====

Entry 2:
C23H41CeN2P3S | the ωB97M-V functional and the def2-TZVPD basis

Its total charge is +3. The HOMO energy (alpha / beta) comes out at -16.9 / -16.9 eV. Its spin multiplicity is 2.

Element x y z (Å)
H 0.5840 -2.1154 -2.2660
H 0.2105 -3.5630 4.4778
H -2.5245 1.9782 3.2613
H -0.6922 -1.0316 3.5381
C -2.6648 -2.4058 -3.4140
H 3.5690 1.9978 -1.0087
H -1.2968 -2.9822 0.4735
H 3.4574 -0.8028 -1.7156
H 0.2208 4.4238 -0.2708
C -0.5964 0.0558 3.4489
C -1.3655 -1.8748 -3.3959
H -1.5349 -4.1051 2.6346
H -1.9623 -5.5700 -2.3356
C -2.6407 -0.3760 1.6496
H -1.1745 2.9297 2.5630
S -1.0107 -0.4626 -4.4099
C -2.4345 1.8790 -1.3661
C 1.6544 2.8664 2.1449
H -0.8542 2.4606 -3.7954
H 4.2287 0.2977 1.2946
C -0.7687 3.9422 -0.3943
H 1.0292 3.6338 1.6659
C 3.5445 0.8800 1.9278
H -3.3846 -0.0087 2.3675
H -2.5304 0.8338 -1.7089
P -1.1179 0.6314 1.7788
H -3.0061 2.5227 -2.0569
H -3.0116 -0.2832 0.6210
C -0.6378 -3.8644 -2.2274
H 2.3844 0.7084 -2.2940
C 2.6071 -0.4135 -2.3416
C 3.0603 2.6185 -0.2563
C 2.4523 -2.1690 4.0372
H 2.4745 -1.5569 1.3728
C -1.9479 2.1811 2.3461
H 1.1173 2.4535 3.0094
Ce 0.8307 -0.2635 -0.9052
H 2.3751 3.3121 -0.7683
P 2.1507 1.5636 0.9524
N 3.0884 -1.6645 4.8911
H -2.6354 2.5805 1.5902
H 3.1594 0.2285 2.7241
C -0.4601 -2.9451 1.1925
C -0.6242 3.2280 -3.0372
H -1.4197 4.6420 -0.9354
H -3.4846 -1.7516 -3.7402
H 3.8015 3.1844 0.3277
H -1.2212 3.7683 0.5907
H 4.1029 1.7087 2.3921
N 0.6404 -2.2672 0.8052
C -0.4276 -2.5094 -2.5293
C 0.3583 -3.3215 3.4074
H -1.2108 0.5364 4.2217
H 0.1552 -4.4004 -1.6994
H -2.3813 -1.4208 1.8557
H -2.8582 1.9782 -0.3534
C 1.6327 -2.1568 1.7130
C 1.5252 -2.6545 3.0188
C -0.6162 -3.5405 2.4403
P -0.6558 2.4025 -1.3979
H -1.3599 4.0510 -3.0442
C 2.2967 -1.1214 -3.5473
H 0.3802 3.6491 -3.1818
H -1.8847 -0.6980 -5.3283
C -2.8943 -3.7666 -3.1202
H 2.5774 -0.7123 -4.5409
H -3.8671 -4.2402 -3.2886
H 0.4609 0.3017 3.6024
H 2.5875 3.3331 2.5035
H 2.2708 -2.2303 -3.6050
C -1.8302 -4.5131 -2.5618

=====

Entry 3:
C30HCl96F9NO4S2 | the ωB97M-V functional and the def2-TZVPD basis

Its total charge is -1. The HOMO energy comes out at -7.0 eV.

Element x y z (Å)
Cl 8.7793 -9.1012 5.6717
Cl 9.5329 3.6330 4.2901
Cl 11.3929 -8.2706 5.7095
C -2.2202 -3.2075 2.6855
Cl -5.5531 -0.4988 -4.0640
Cl -8.7037 15.6849 -13.7219
C -10.1199 15.0194 -12.8698
Cl 5.9788 -7.8977 0.4018
Cl -12.0240 3.4247 -11.7213
Cl 11.7777 -5.6854 4.4312
F 4.5489 -0.9792 5.8766
Cl -10.9392 0.7374 -0.9106
Cl -9.0950 -0.3289 -15.9582
Cl 0.5721 2.9522 -3.8747
Cl 6.9900 2.2437 4.0264
Cl -13.3282 1.6006 -2.3293
Cl 13.1652 -8.0319 3.4143
C 9.9623 7.7869 4.0925
Cl -16.4080 4.7314 1.6818
Cl 10.6123 -11.1288 11.2780
C 2.9692 -5.4818 5.5151
C 4.0806 6.8728 0.9737
C 3.6201 -4.5400 6.6886
C 9.1313 -2.0553 3.2042
C -5.4564 -2.2596 -4.3192
C 7.1049 -9.6750 5.4672
Cl 9.6741 -10.2153 8.6798
Cl -5.3096 0.4349 2.2767
Cl -5.0839 11.6739 -9.7245
F 2.6438 -3.7013 7.4304
C 8.5221 -1.1930 7.9899
Cl -1.7016 1.6966 1.7978
Cl -13.2156 1.7785 0.5726
Cl -10.0950 -4.0979 -2.4751
Cl 1.1642 1.5047 1.3326
Cl 10.2907 -1.9579 4.5536
Cl -9.3286 1.1659 -13.4728
C -8.4681 1.0562 -15.0292
Cl 6.6843 -10.7698 6.8086
Cl 6.9610 -10.5482 3.9207
Cl -8.9905 -2.1916 -0.5746
O 1.4508 -4.6657 2.2065
Cl -6.9022 10.2269 -11.4755
Cl -9.9896 13.2439 -12.7981
Cl 2.2905 -5.4694 12.7002
Cl -10.9036 7.1440 -12.4403
Cl 4.6779 6.0582 -0.4940
Cl 9.4272 -0.7141 2.0690
Cl -5.8700 -2.6381 -6.0103
Cl -3.8008 -2.8198 -3.9729
Cl 7.7639 -11.1076 10.6849
Cl 5.9950 -8.2813 5.4678
F 6.0119 -4.3177 5.6141
Cl -11.8389 -2.1704 -1.1676
F 3.0003 -2.4125 4.6992
Cl 5.4485 7.2088 2.0649
C -8.1119 -1.3646 -9.3942
Cl 10.0803 6.5216 5.3412
Cl 8.9441 0.2344 7.0105
S 1.0701 -5.3964 5.4347
Cl 0.8890 5.0915 -1.9284
Cl 2.1778 -5.6473 9.7983
C 12.5679 -7.2174 4.8820
Cl -4.0224 1.3408 -0.1703
Cl -7.1790 10.0053 -8.5876
Cl 7.4772 -2.2782 7.0386
H -2.7294 -2.1411 2.5148
Cl -10.5996 3.6312 -9.1926
Cl -9.1225 3.6384 -11.6993
Cl 8.7624 2.4824 1.7312
Cl 3.9052 -3.6809 11.0692
Cl -9.3303 -2.1968 -10.3931
Cl -17.4620 3.6791 -0.8177
C 3.2351 -5.3270 11.1963
F 3.2745 -6.9183 5.8668
C -10.4900 7.5226 -10.7492
O -0.0953 -6.5047 1.5282
Cl 4.5669 -6.5105 11.2170
Cl 2.9056 5.8195 1.8012
C -16.2605 4.7775 -0.0933
Cl -7.7425 0.2248 -10.1096
Cl 13.9357 -6.8813 5.9732
Cl 10.1914 9.3862 4.8440
Cl 11.9541 3.5636 -0.4886
C 9.3896 -11.3716 10.0050
F 4.2112 -5.4800 7.7119
Cl 8.5118 -7.6761 1.8163
C 4.3864 -2.3279 5.2154
Cl 7.6569 -0.6715 9.4576
Cl -7.8682 12.4938 -9.9284
C -10.2133 -2.4345 -1.8476
O 0.5198 -3.9525 5.3414
C -0.0952 1.7675 2.5654
C -4.4444 -0.0866 0.8091
Cl 8.3559 7.7160 3.3249
Cl -6.7261 0.8312 -14.7302
O 0.4938 -5.9961 6.7764
Cl 7.4457 -5.3852 0.3738
Cl 2.6412 2.7705 -1.8373
Cl 9.5079 -13.0350 9.3775
Cl 6.1585 -6.2910 2.8208
C 4.8405 -3.5612 6.1955
Cl -11.6008 3.5669 -1.0584
Cl 10.0102 -2.0566 8.4531
Cl 14.1122 2.3676 1.0534
Cl -10.4084 1.1974 -10.7756
C -10.5387 2.9729 -10.8472
Cl -8.8344 6.9624 -10.4029
Cl 0.0229 0.5021 3.8141
C -12.2710 1.9208 -0.9313
Cl -9.9287 -1.2781 -3.1727
Cl -6.6264 -2.3463 -9.3289
Cl -11.6352 6.7008 -9.6593
Cl 7.3749 4.8289 2.7481
C 7.0236 -6.8126 1.3531
Cl -0.1596 2.5090 -1.0937
F 5.3913 -2.9188 7.4465
Cl 13.3416 1.2171 -1.5054
Cl -8.7227 2.5567 -15.9556
S 0.2044 -5.4607 2.6641
Cl -8.7485 -1.1403 -7.7453
Cl -14.6223 4.2611 -0.5667
Cl -10.1808 15.6777 -11.2152
Cl -6.6017 -3.0813 -3.2293
F 3.6148 -5.2654 4.1811
Cl -10.5866 9.2833 -10.4940
C -1.3312 -4.3243 2.7192
Cl 7.4704 -1.9410 3.8386
Cl -5.4892 -1.1718 -0.1422
Cl 3.2904 8.4047 0.5229
C 12.7443 2.0316 -0.0378
C 0.9857 3.3307 -2.1836
Cl 9.3373 -3.6082 2.3552
N 0.4034 -6.3659 4.1442
Cl 11.5693 0.9784 0.7897
Cl -11.6053 15.4712 -13.7438
F 5.2956 -2.3761 4.0128
C 8.1651 3.2969 3.1989
Cl 0.1339 3.3667 3.3168
Cl -16.5498 6.4381 -0.6704
Cl 11.2216 7.5242 2.8598
C -6.7584 11.1000 -9.9290
Cl -2.9563 -0.9502 1.2723

=====

Entry 4:
C16H12F5LiS | the ωB97M-V functional and the def2-TZVPD basis

Its total charge is -2. The HOMO energy comes out at 2.1 eV.

Element x y z (Å)
C -0.8408 -2.6500 -1.0621
C 2.3376 0.9236 2.6205
C -3.4268 1.3475 -2.3685
F 1.9454 3.1920 3.2942
H -3.4169 -1.2647 0.7411
F 4.6624 3.6828 3.2564
H -1.3833 -3.2029 -1.8338
C 5.0525 1.4190 2.5934
C -2.8832 -2.0534 0.2187
C -1.7632 -0.2047 -1.3373
H 0.0960 -2.2893 -1.4745
H -0.9544 0.7023 -4.5888
H -3.5972 0.5876 -0.4098
H -3.5871 -2.5654 -0.4456
H -2.5382 -2.7781 0.9633
C 4.5535 0.1365 2.2951
H -3.0295 2.0583 -4.3881
C 2.8174 2.2001 2.9499
C -0.9706 -0.2779 -0.0137
F 0.9775 0.7290 2.6212
C -1.6783 -1.5040 -0.5273
H -4.3359 1.9429 -2.2679
S 2.5888 -1.7116 1.9490
Li 0.7972 -0.3216 0.8697
C -1.5252 0.6642 -3.6603
C -3.0213 0.5734 -1.3291
H -0.1274 -0.6244 -2.7456
F 5.4717 -0.8285 1.9896
H -0.5969 -3.3371 -0.2471
F 6.4028 1.6521 2.5627
C -1.0654 -0.0970 -2.6361
H -1.6136 0.1939 0.7593
C -2.7103 1.4139 -3.5745
C 3.1868 -0.1552 2.2926
C 4.1758 2.4468 2.9332

=====

Entry 5:
C22H33BN6O6PS | the ωB97M-V functional and the def2-TZVPD basis

Its total charge is +1. The HOMO energy comes out at -10.3 eV.

Element x y z (Å)
H -2.7646 -0.7058 1.2432
O -2.1948 -3.6232 2.0440
C 0.4664 1.3160 1.6187
H -6.6746 -2.5214 -4.9809
C 2.8749 1.5787 0.9161
N -3.2310 1.6739 2.0667
H 0.1547 -2.4565 -0.0844
H 7.4709 1.9570 -1.1099
H 3.4505 1.0620 -2.0052
H 0.5520 -2.6716 2.9542
H 3.8792 -1.1675 -0.6963
H -2.6986 4.2760 1.7191
H 7.4962 -0.2573 2.5849
H -5.6089 -0.3420 -5.6034
N 6.0532 1.6540 2.9856
H -5.3149 -1.5816 -6.8210
C -4.6562 -1.1525 -1.5724
N -5.3477 -2.0731 -3.4392
O 0.1166 -3.4521 2.5970
C -0.7077 -2.1806 0.5021
H 4.7683 0.0172 -2.4165
C -0.7507 1.9537 1.9241
C 4.4046 0.6810 -1.6394
N -5.3311 -2.3146 -1.2918
H 5.3055 2.3190 2.8484
H -6.3007 -3.7662 -2.5351
O 2.0690 -1.7756 0.8317
H -3.2395 2.1765 2.9454
C -5.6014 -2.3777 -4.8637
H -5.1097 -3.3237 -5.0872
C 6.5934 1.5511 -0.6153
H 6.7327 0.4765 -0.5774
C 1.8679 -0.5898 0.8112
N 7.4437 0.2334 1.7003
C -4.6702 -0.9957 -2.9188
H -5.1069 -3.8721 0.0837
H -1.5927 -2.2745 -0.1302
H -5.0893 -2.2484 0.7865
C 2.9572 0.3414 0.4355
C -1.9279 1.1759 1.7984
S 0.0500 4.8652 1.0970
C 5.3574 1.8692 -1.4643
C 0.5374 -0.0082 1.1554
H -4.0318 -1.1403 -5.7004
O -0.2455 3.7672 3.8849
C -5.1074 -1.2912 -5.7944
H -2.6334 -3.0903 2.7119
N 6.5149 2.1180 0.7337
C -0.6500 -0.7551 0.9958
H 0.4413 4.4501 3.9106
P -0.7986 3.7231 2.4096
H 5.7323 0.8552 3.5086
B -0.9241 -3.1274 1.7718
H 5.7103 2.7079 0.8645
C -5.7405 -2.8521 -2.4358
C -1.8453 -0.1404 1.3399
H 5.7160 2.1359 -2.4555
H -4.2601 -0.2330 -3.5535
H -4.2379 -0.5631 -0.7756
C 6.6963 1.2566 1.7986
O 1.9848 2.8762 2.6018
H -3.8352 0.8752 2.2229
C 1.7832 2.0206 1.7830
H 3.6404 2.3118 0.7256
H -6.6227 -2.9535 0.2342
O -2.3233 4.1373 2.5997
H 4.9749 -0.2487 0.2706
H 4.8263 2.7501 -1.1075
C 4.1082 -0.1534 -0.3826
C -5.5553 -2.8826 0.0411

=====

Entry 6:
C16H23BF2N2O3S | the ωB97M-V functional and the def2-TZVPD basis

The HOMO energy comes out at -9.4 eV.

Element x y z (Å)
C -0.0633 2.7839 -2.9136
H 0.7218 4.0642 -5.9422
S -0.3679 0.7952 0.8869
H -1.6989 -2.6951 2.0131
H 2.8946 -2.1733 -2.1702
C -3.2011 0.2429 1.7561
C 5.2440 -0.9697 -0.0585
H -2.1828 1.4187 4.0286
C 4.0061 -1.0745 -0.6843
H -4.2424 -1.5579 -0.6129
O -0.9259 1.7518 -0.2077
C -2.2269 -2.7136 -0.2718
C -0.2518 3.1771 -4.2345
H 3.1734 3.7226 -2.6505
H 7.2437 -1.7812 0.0442
C -3.3088 0.2673 5.6431
C -1.4884 -2.0390 1.0431
H -4.2694 -2.7955 0.8597
H -4.1143 0.7875 6.3202
C 2.1871 3.5516 -3.0717
H -4.0493 1.7536 4.0628
N 4.8186 -2.9036 -2.0339
C 1.1792 2.9724 -2.3176
H -0.8781 2.3342 -2.3535
H -1.9062 -3.8563 -0.4037
H -4.0735 -0.1323 1.0362
C 6.2680 -1.8365 -0.4252
O -0.0526 1.5542 2.1987
C 3.8432 -2.0493 -1.6555
F 1.0681 -0.0036 0.3900
H 1.3584 2.6758 -1.2904
H -4.3462 -3.3986 -1.0050
C -3.8672 -2.6151 -0.2474
B -1.7919 -0.4355 1.2451
H -3.1432 1.4091 1.6081
H 5.4090 -0.2188 0.7087
O -3.4572 -0.1882 3.1395
H -1.2082 3.0444 -4.7274
F -1.7261 -2.0401 -1.5280
H -2.2430 0.2612 6.1719
H -3.6053 -0.8818 5.5350
H 6.7780 -3.4735 -1.7333
H -0.3174 -2.1404 0.8386
N 2.0347 3.9417 -4.3563
C -3.2366 0.9100 4.1051
H 3.1879 -0.4136 -0.4215
C 6.0102 -2.7766 -1.4100
C 0.8179 3.7443 -4.9084

=====

Largest force on an atom in hartree/bohr, matching the order above: 0.0115 0.1013 0.2099 0.0292 0.0334 0.1280